Entry 1:
A cluster of 4 separate species, C2H13NO3 in total, computed with the ωB97M-V functional and the def2-TZVPD basis.

Structure (ORCA input):
```
! RIJCOSX wB97M-V def2-TZVPD def2/J DEFGRID3
* xyz 0 1
C 1.425 -0.862 -1.567
N 0.719 0.332 -1.048
C 1.634 1.219 -0.242
H 2.027 -1.151 -0.724
H 2.098 -0.725 -2.439
H 0.699 -1.666 -1.716
H 0.370 0.906 -1.975
H 2.615 1.392 -0.766
H 1.198 2.179 -0.139
H 1.841 0.792 0.733
O -0.701 -1.661 1.205
H 0.081 -1.096 1.222
H -1.216 -1.413 0.406
O -2.173 -0.128 -0.926
H -2.329 0.596 -0.291
H -1.268 0.058 -1.287
O -0.591 1.095 2.278
H -0.463 0.251 1.809
H -1.313 0.966 2.900
*
```

## Properties
SMILES: CNC.O.O.O

Atom charges from the Mulliken analysis, given in e for atoms 1 to 4: C -0.9579; N -0.3979; C -1.0568; H 0.3567


Entry 2:
The molecule C25H37N5O5S, computed with the ωB97M-V functional and the def2-TZVPD basis.

Structure (ORCA input):
```
! RIJCOSX wB97M-V def2-TZVPD def2/J DEFGRID3
* xyz 0 1
C -4.773 -1.229 0.885
C -4.543 -2.115 -0.335
C -3.077 -2.518 -0.533
C -2.263 -1.500 -1.335
N -2.196 -0.189 -0.703
C -1.477 0.013 0.443
N -0.819 -1.057 0.972
C -1.468 1.243 1.066
N -0.672 1.452 2.231
C -1.259 1.191 3.534
C -2.356 2.183 3.940
C -1.792 3.594 4.064
C -2.974 1.723 5.258
C 0.560 2.017 2.127
O 1.262 2.308 3.070
C 0.982 2.098 0.682
C 0.827 3.237 -0.097
C 1.060 3.181 -1.463
C 1.406 1.982 -2.069
C 1.601 0.868 -1.277
S 1.904 -0.762 -1.946
O 1.822 -0.704 -3.377
O 1.000 -1.663 -1.267
N 3.422 -1.082 -1.376
C 3.710 -2.389 -0.830
C 3.601 -3.556 -1.822
C 3.993 -3.201 -3.259
C 5.257 -2.346 -3.385
C 4.942 -0.850 -3.364
C 4.497 -0.339 -1.992
C 1.434 0.926 0.090
C -2.120 2.374 0.468
O -2.075 3.529 0.843
N -2.832 2.046 -0.686
C -2.899 0.837 -1.320
O -3.524 0.682 -2.342
H -4.304 -0.255 0.771
H -4.372 -1.700 1.780
H -5.839 -1.070 1.032
H -4.902 -1.604 -1.230
H -5.137 -3.023 -0.212
H -3.035 -3.454 -1.092
H -2.615 -2.689 0.440
H -2.744 -1.334 -2.302
H -1.248 -1.865 -1.515
H -0.223 -0.814 1.751
H -0.383 -1.679 0.301
H -0.440 1.240 4.257
H -1.673 0.176 3.522
H -3.131 2.181 3.166
H -0.939 3.606 4.738
H -1.476 3.957 3.091
H -2.552 4.270 4.448
H -3.388 0.721 5.167
H -3.773 2.397 5.554
H -2.222 1.716 6.045
H 0.486 4.152 0.363
H 0.931 4.069 -2.064
H 1.518 1.894 -3.138
H 3.006 -2.553 -0.011
H 4.717 -2.337 -0.408
H 2.570 -3.912 -1.833
H 4.234 -4.366 -1.453
H 3.166 -2.666 -3.730
H 4.128 -4.137 -3.804
H 5.739 -2.571 -4.338
H 5.967 -2.595 -2.593
H 4.149 -0.650 -4.086
H 5.826 -0.281 -3.661
H 5.341 -0.351 -1.295
H 4.146 0.693 -2.083
H 1.624 0.038 0.672
H -3.314 2.810 -1.146
*
```

## Properties
SMILES: CCCCn1c(N)c(N(CC(C)C)C(=O)c2cccc(S(=O)(=O)N3CCCCCC3)c2)c(=O)[nH]c1=O

Atom charges from the Mulliken analysis, given in e for atoms 1 to 4: C -0.8955; C -0.6368; C -0.5810; C -0.6961


Entry 3:
A cluster of 2 separate species, C4H10N2O in total, computed with the ωB97M-V functional and the def2-TZVPD basis.

Structure (ORCA input):
```
! RIJCOSX wB97M-V def2-TZVPD def2/J DEFGRID3
* xyz 0 1
C 0.005 -2.210 1.099
C -0.552 -0.897 0.569
O -0.959 -1.063 -0.806
C 0.373 0.521 1.060
N 0.757 1.108 1.993
H 0.231 -2.136 2.167
H 0.902 -2.516 0.548
H -0.728 -3.022 1.002
H -1.483 -0.692 1.111
H -1.549 -1.830 -0.878
C 0.041 2.205 -1.321
N 1.037 1.246 -0.816
H 0.492 2.871 -2.058
H -0.797 1.654 -1.750
H -0.347 2.802 -0.494
H 0.707 0.234 -0.964
H 1.870 1.724 -0.461
*
```

## Properties
SMILES: C[C@H](O)C#N.CN

Atom charges from the Mulliken analysis, given in e for atoms 1 to 4: C -1.1975; C 0.3303; O -0.5493; C 0.2608


Entry 4:
A cluster of 4 separate species, C2H11NO3 in total, computed with the ωB97M-V functional and the def2-TZVPD basis.

Structure (ORCA input):
```
! RIJCOSX wB97M-V def2-TZVPD def2/J DEFGRID3
* xyz 0 1
C 1.174 0.862 0.780
C 1.735 0.615 -0.414
N 1.105 0.131 -1.545
H 0.145 0.734 1.086
H 1.788 1.376 1.508
H 2.802 0.612 -0.580
H 0.104 0.152 -1.537
H 1.541 0.410 -2.399
O 0.095 -2.240 0.853
H 0.689 -2.757 1.367
H 0.406 -1.370 1.134
O -2.423 -0.819 0.648
H -3.059 -1.276 0.074
H -1.667 -1.441 0.717
O -1.661 1.761 -0.837
H -2.018 1.262 -0.100
H -0.755 1.988 -0.755
*
```

## Properties
SMILES: C=CN.O.O.O

Atom charges from the Mulliken analysis, given in e for atoms 1 to 4: C -1.0441; C 0.1416; N -0.4122; H 0.3563


Entry 5:
A structure of composition C27H41BaN2O11P3S, computed with the ωB97M-V functional and the def2-TZVPD basis.

Structure (ORCA input):
```
! RIJCOSX wB97M-V def2-TZVPD def2/J DEFGRID3
* xyz -2 1
Ba 0.129 0.548 -0.432
C 0.657 -0.753 5.022
P -0.282 -0.340 3.488
C -1.935 -0.898 4.060
C -0.509 1.476 3.823
C 0.756 2.314 3.503
P 1.559 1.911 1.846
C 3.239 1.456 2.436
C 1.981 3.600 1.239
H 0.201 -0.324 5.923
H 1.686 -0.388 4.939
H 0.711 -1.840 5.135
H -2.121 -0.563 5.086
H -2.012 -1.988 4.016
H -2.686 -0.468 3.394
H -0.815 1.588 4.868
H -1.327 1.824 3.198
H 1.507 2.150 4.282
H 0.507 3.375 3.481
H 3.660 2.212 3.107
H 3.885 1.344 1.560
H 3.203 0.493 2.956
H 2.479 4.179 2.023
H 1.065 4.107 0.932
H 2.642 3.495 0.377
O -2.301 1.486 -0.784
S -2.084 1.615 0.677
O -3.245 2.014 1.451
O -1.608 0.237 1.135
O -0.935 2.567 0.867
O 3.284 1.740 -1.286
C 2.771 0.702 -1.720
O 2.218 -0.211 -1.002
C 2.722 0.382 -3.195
C 3.882 0.332 -3.904
C 3.878 -0.132 -5.229
C 2.716 -0.540 -5.834
C 1.522 -0.438 -5.155
C 1.415 0.023 -3.794
O 0.344 0.095 -3.144
N 0.328 -0.903 -5.898
O -0.763 -0.506 -5.552
O 0.505 -1.670 -6.842
N 5.131 -0.210 -5.975
O 6.155 0.169 -5.424
O 5.112 -0.642 -7.120
H 4.812 0.634 -3.442
H 2.728 -0.921 -6.842
C 0.057 -5.200 -1.928
C 0.259 -3.702 -1.728
C -0.920 -2.970 -2.391
C 1.558 -3.241 -2.418
P 0.280 -3.037 0.030
C -1.197 -3.859 0.757
C -1.360 -5.217 1.049
C -2.542 -5.693 1.600
C -3.590 -4.816 1.872
C -3.447 -3.466 1.596
C -2.257 -2.991 1.047
C 1.744 -3.753 0.972
C 2.857 -2.694 0.831
C 1.349 -3.794 2.454
C 2.309 -5.105 0.554
H 0.054 -5.407 -3.006
H -0.900 -5.537 -1.525
H 0.849 -5.801 -1.483
H -0.967 -3.248 -3.450
H -0.814 -1.887 -2.355
H -1.871 -3.239 -1.924
H 1.430 -3.296 -3.506
H 2.409 -3.872 -2.149
H 1.814 -2.209 -2.164
H -0.557 -5.916 0.846
H -2.647 -6.750 1.818
H -4.512 -5.189 2.305
H -4.249 -2.770 1.812
H -2.144 -1.925 0.860
H 2.521 -1.709 1.159
H 3.189 -2.572 -0.202
H 3.718 -2.993 1.444
H 0.874 -2.858 2.760
H 2.255 -3.923 3.059
H 0.660 -4.609 2.680
H 2.637 -5.112 -0.484
H 1.599 -5.924 0.694
H 3.188 -5.323 1.175
*
```

Atom charges from the Mulliken analysis, given in e for atoms 1 to 4: Ba 1.3514; C -1.5921; P 1.5231; C -1.5418


Entry 6:
A cluster of 5 separate species, H9O4S in total, computed with the ωB97M-V functional and the def2-TZVPD basis.

Structure (ORCA input):
```
! RIJCOSX wB97M-V def2-TZVPD def2/J DEFGRID3
* xyz -1 1
S -0.074 -2.760 -0.347
H -0.445 -3.668 0.614
H -0.191 -1.435 3.456
H -0.078 -1.355 1.998
O 0.223 -0.848 2.832
H -0.451 2.558 -1.014
H -0.593 3.555 0.113
O -0.445 3.564 -0.871
H 1.506 -0.828 -3.681
H 0.139 -1.020 -3.116
O 0.738 -0.319 -3.448
H -0.856 2.080 2.005
H 0.497 2.595 2.365
O -0.308 2.813 1.838
*
```

Atom charges from the Mulliken analysis, given in e for atoms 1 to 4: S -0.8464; H -0.0538; H 0.2893; H 0.2741


Entry 7:
A cluster of 5 separate species, C3H15NO4 in total, computed with the ωB97M-V functional and the def2-TZVPD basis.

Structure (ORCA input):
```
! RIJCOSX wB97M-V def2-TZVPD def2/J DEFGRID3
* xyz 0 1
C -0.225 0.691 0.753
C 0.850 -0.128 1.440
C 0.309 -1.532 1.732
O 0.644 -0.933 -1.686
N 0.294 1.969 0.395
H -1.199 0.747 1.267
H -0.503 0.144 -0.206
H 1.277 0.308 2.343
H 1.104 -2.210 2.019
H -0.106 -1.913 0.795
H -0.485 -1.569 2.485
H 1.637 -0.268 0.690
H 1.093 1.827 -0.279
H -0.411 2.498 -0.126
H 1.373 -0.186 -1.519
H 2.505 1.404 -1.988
O 2.231 0.880 -1.219
H -1.179 -1.492 -1.173
H -2.305 -0.391 -0.941
O -2.077 -1.358 -0.806
H -3.249 1.709 -0.966
H 0.956 -1.389 -2.458
O -2.536 1.190 -0.553
*
```

Atom charges from the Mulliken analysis, given in e for atoms 1 to 4: C -0.2519; C -0.1311; C -1.1207; O -0.6541


Entry 8:
The ion C10H10NO5 with charge -1, computed with the ωB97M-V functional and the def2-TZVPD basis.

Structure (ORCA input):
```
! RIJCOSX wB97M-V def2-TZVPD def2/J DEFGRID3
* xyz -1 1
C -0.582 2.831 -0.754
C -0.872 1.747 0.027
O -1.508 0.696 -0.471
C -1.136 -0.469 0.164
N -2.159 -1.467 -0.176
O -2.065 -2.592 0.330
O -2.907 -1.203 -1.103
C -1.110 -0.385 1.713
C 0.059 -0.246 2.306
C 1.347 -0.199 1.643
C 1.435 -0.567 0.326
C 2.896 -0.591 -0.420
O 3.656 0.154 0.143
O 3.069 -1.292 -1.407
C 0.144 -0.990 -0.430
C 0.142 -0.438 -1.864
H 0.008 3.671 -0.269
H -0.867 2.838 -1.844
H -0.681 1.746 1.109
H -2.064 -0.365 2.243
H 0.078 0.004 3.454
H 2.221 0.229 2.124
H 0.326 -2.110 -0.568
H 0.194 0.604 -1.541
H -0.713 -0.798 -2.454
H 1.088 -0.810 -2.280
*
```

## Properties
SMILES: C=CO[C@]1([N+](=O)[O-])C=CC=C(C(=O)[O-])[C@@H]1C

Atom charges from the Mulliken analysis, given in e for atoms 1 to 4: C -0.6494; C -0.0321; O -0.5058; C 1.6668


Entry 9:
A structure of composition C34H53BBr21F2NO5PS, computed with the ωB97M-V functional and the def2-TZVPD basis.

Structure (ORCA input):
```
! RIJCOSX wB97M-V def2-TZVPD def2/J DEFGRID3
* xyz -1 1
C 0.640 -2.567 2.153
C 0.057 -3.254 0.897
C 1.065 -3.450 -0.244
C 0.417 -4.323 -1.345
C 1.291 -4.331 -2.615
C 1.246 -2.971 -3.322
C 1.578 -3.054 -4.845
C 0.380 -2.657 -5.729
C 0.548 -1.304 -6.418
C 0.640 -0.061 -5.495
C -0.661 0.729 -5.418
C -0.621 1.802 -4.308
C -0.565 1.175 -2.906
C -0.903 2.168 -1.784
C -2.302 2.794 -1.847
C -3.410 1.951 -1.178
B -3.594 2.286 0.393
C -4.809 1.525 1.220
C -5.931 0.899 0.343
C -6.560 -0.285 1.061
O -7.194 -0.199 2.133
N -6.436 -1.623 0.393
C -5.478 -2.424 1.078
C -4.172 -1.974 1.114
C -3.250 -2.706 1.790
C -3.568 -3.877 2.432
C -4.848 -4.327 2.354
C -5.791 -3.605 1.684
O -2.317 1.785 1.099
C -1.650 2.779 1.675
F -0.672 3.430 0.848
C -2.780 3.885 1.838
F -3.364 3.548 3.128
P -2.258 5.645 2.068
O -0.965 5.700 3.044
O -3.467 6.329 2.908
S -1.986 6.671 0.462
O -3.539 3.726 0.791
H 1.719 -2.704 2.257
H 0.387 -1.505 2.125
H 0.130 -2.971 3.034
H -0.804 -2.692 0.522
H -0.317 -4.243 1.192
H 1.293 -2.466 -0.666
H 1.960 -3.959 0.127
H -0.606 -3.991 -1.546
H 0.349 -5.340 -0.937
H 0.930 -5.115 -3.295
H 2.309 -4.606 -2.313
H 1.951 -2.310 -2.810
H 0.267 -2.489 -3.226
H 1.888 -4.088 -5.031
H 2.415 -2.383 -5.069
H 0.315 -3.398 -6.537
H -0.557 -2.758 -5.169
H -0.273 -1.147 -7.126
H 1.507 -1.358 -6.947
H 0.959 -0.406 -4.506
H 1.408 0.611 -5.899
H -0.951 1.153 -6.385
H -1.444 0.011 -5.125
H -1.444 2.506 -4.428
H 0.315 2.351 -4.498
H 0.478 0.864 -2.743
H -1.146 0.244 -2.865
H -0.770 1.650 -0.832
H -0.164 2.976 -1.782
H -2.260 3.769 -1.347
H -2.588 3.003 -2.882
H -4.361 2.202 -1.684
H -3.259 0.881 -1.378
H -4.407 0.806 1.938
H -5.296 2.287 1.839
H -5.588 0.518 -0.621
H -6.743 1.627 0.253
H -7.351 -2.068 0.420
H -3.887 -1.055 0.616
H -2.221 -2.354 1.835
H -2.791 -4.403 2.975
H -5.071 -5.268 2.849
H -6.805 -3.996 1.646
H -1.132 2.451 2.581
H -0.873 6.647 3.270
H -3.674 5.789 3.696
C 0.119 0.528 8.667
Br 0.836 -1.204 9.104
Br -1.345 1.009 9.823
Br 1.493 1.886 8.659
H -0.274 0.466 7.663
C 4.821 -1.260 -1.459
Br 4.695 -2.780 -2.633
Br 3.425 0.023 -1.781
Br 4.844 -1.807 0.394
H 5.769 -0.779 -1.666
C 6.887 -5.362 -4.870
Br 7.495 -3.903 -5.977
Br 4.985 -5.297 -4.584
Br 7.443 -7.069 -5.569
H 7.361 -5.243 -3.905
C 7.551 1.123 -3.948
Br 7.371 -0.428 -5.085
Br 6.177 2.425 -4.294
Br 7.615 0.638 -2.082
H 8.499 1.586 -4.186
C 1.436 2.701 1.161
Br 2.142 0.972 1.627
Br 2.165 4.078 2.294
Br 1.677 3.101 -0.719
H 0.369 2.669 1.350
C 5.138 0.999 10.047
Br 4.223 -0.134 11.305
Br 6.076 2.434 10.930
Br 6.304 -0.012 8.894
H 4.382 1.450 9.419
C 2.438 6.802 5.401
Br 2.332 8.418 4.356
Br 0.879 5.699 5.166
Br 4.063 5.827 5.042
H 2.468 7.097 6.440
*
```

Atom charges from the Mulliken analysis, given in e for atoms 1 to 4: C -0.7995; C -0.3368; C 0.0750; C -1.2222


| no. | HOMO (hartree) | calculated total energy (Ha) |
| --- | --- | --- |
| 1 | -0.3610 | -364.43068 |
| 2 | -0.3162 | -2023.09622 |
| 3 | -0.3019 | -343.03653 |
| 4 | -0.3182 | -363.24761 |
| 5 | -0.1169 | -3438.41955 |
| 6 | -0.1178 | -704.57998 |
| 7 | -0.3593 | -478.72223 |
| 8 | -0.1786 | -817.88434 |
| 9 | -0.2280 | -56776.80882 |